Density functional theory data (ωB97M-V/def2-TZVPD) for a structure of composition C52H45FHgN7OP2S.

Last column: Mulliken charge in e.
Cartesian coordinates (Å):
Hg: -0.17189 -1.66280 -1.05030  1.552
C: -1.69643 1.67120 -0.02145  -0.012
P: -0.83081 1.74258 1.61511  0.552
C: -0.71213 3.57303 1.80267  0.663
C: -1.38057 4.33885 2.75633  -0.455
C: -1.18031 5.71228 2.83548  -0.612
C: -0.31686 6.34820 1.95605  -0.543
C: 0.35237 5.59706 0.99686  -0.706
C: 0.16629 4.22555 0.92933  -0.637
C: -2.24892 1.39419 2.74440  0.663
C: -1.95328 1.11603 4.08008  -0.422
C: -2.95999 0.81114 4.98594  -0.607
C: -4.28521 0.75970 4.57068  -0.705
C: -4.59210 1.02308 3.24294  -0.449
C: -3.58294 1.34209 2.34144  -0.292
C: -0.82572 1.70047 -1.23065  -0.859
C: -0.70461 2.72758 -2.15467  -0.853
C: 0.19219 2.26414 -3.14685  -1.867
C: 0.54990 0.98091 -2.76761  0.222
C: 1.48164 0.05330 -3.48842  -0.902
P: 2.67294 -0.67359 -2.28143  0.651
C: 3.71023 0.80874 -1.99378  -0.068
C: 3.43708 1.50353 -0.81545  -0.572
C: 4.09576 2.69088 -0.52562  -0.610
C: 5.04378 3.19071 -1.40587  -0.508
C: 5.32459 2.50527 -2.58166  -0.679
C: 4.65643 1.32547 -2.87615  0.019
C: 3.70801 -1.73253 -3.36119  0.379
C: 5.07721 -1.88141 -3.12840  -0.704
C: 5.83454 -2.78928 -3.85275  -0.545
C: 5.23736 -3.58327 -4.82246  -0.471
C: 3.87324 -3.46627 -5.04626  -0.564
C: 3.11721 -2.55604 -4.32134  -0.535
N: -0.04685 0.64052 -1.58558  1.264
H: -2.20465 0.70881 0.02540  -0.852
H: -2.44931 2.45961 -0.09899  0.685
H: -2.06819 3.85961 3.44255  0.371
H: -1.70874 6.28702 3.58803  0.378
H: -0.16435 7.41951 2.01672  0.345
H: 1.02779 6.07957 0.29998  0.424
H: 0.69344 3.64748 0.17785  0.372
H: -0.91512 1.08690 4.39189  0.364
H: -2.70286 0.58862 6.01543  0.388
H: -5.07045 0.50758 5.27474  0.329
H: -5.61895 0.97927 2.89752  0.391
H: -3.85390 1.53664 1.31202  0.392
H: -1.20813 3.68338 -2.10525  0.605
H: 0.53792 2.78370 -4.02973  0.465
H: 0.95023 -0.77947 -3.95877  0.145
H: 2.01115 0.60036 -4.27317  0.489
H: 2.70112 1.10748 -0.12390  0.529
H: 3.86919 3.21681 0.39389  0.504
H: 5.56495 4.11319 -1.17765  0.349
H: 6.06234 2.89411 -3.27460  0.366
H: 4.87099 0.80297 -3.80167  0.422
H: 5.55472 -1.28527 -2.35953  0.453
H: 6.89459 -2.88450 -3.64823  0.360
H: 5.82565 -4.29869 -5.38436  0.350
H: 3.38593 -4.09672 -5.78053  0.389
H: 2.04902 -2.50983 -4.49328  0.332
C: -0.00361 -2.36655 3.55057  -1.023
N: -0.91256 -1.82561 2.54411  0.578
C: -2.21695 -2.43379 2.66015  -1.400
C: -3.14251 -2.02440 1.55747  -0.370
N: -2.81572 -1.37563 0.48225  0.760
C: -4.00317 -1.15781 -0.20433  0.473
C: -4.23079 -0.48917 -1.40427  -0.308
C: -5.53234 -0.43242 -1.86825  -0.842
C: -6.58991 -1.02087 -1.16056  -0.530
C: -6.37978 -1.68220 0.03787  -1.297
C: -5.06962 -1.73711 0.49728  0.307
N: -4.48776 -2.29569 1.61930  0.085
C: 1.23667 -1.53307 3.69880  0.193
N: 1.26198 -0.25903 4.02627  -0.361
C: 2.59786 0.07878 3.92636  0.197
C: 3.23323 1.30793 4.10871  -0.667
C: 4.59881 1.37680 3.89641  -0.544
C: 5.33392 0.24486 3.50772  -0.376
C: 4.71999 -0.98197 3.32815  -0.883
C: 3.34618 -1.05167 3.54582  0.578
N: 2.45514 -2.08952 3.44036  -0.078
H: -0.52430 -2.41792 4.51324  0.531
H: 0.31393 -3.38067 3.27842  0.239
H: -0.51399 -2.09215 1.64014  -0.335
H: -2.18960 -3.53992 2.68014  0.506
H: -2.66331 -2.10646 3.60907  0.503
H: -3.40511 -0.04995 -1.94934  0.573
H: -5.73963 0.06748 -2.80600  0.432
H: -7.59432 -0.95950 -1.56196  0.377
H: -7.19963 -2.13662 0.58141  0.421
H: -4.95201 -2.77429 2.36858  0.234
H: 2.65923 2.18544 4.38109  0.407
H: 5.11333 2.32396 4.01318  0.380
H: 6.39838 0.34147 3.32773  0.360
H: 5.27542 -1.85290 3.00313  0.450
H: 2.49732 -2.96899 2.73030  0.233
O: 2.40332 -4.02454 1.78931  -0.806
S: 2.15149 -3.40689 0.36497  0.062
N: 0.63718 -3.23666 0.08575  -0.606
F: -4.56240 -3.24334 -5.43488  -0.394
C: -3.60527 -2.88235 -4.52340  0.585
C: -2.76761 -1.83084 -4.81712  -0.820
C: -1.80212 -1.47319 -3.87442  0.361
C: -1.65485 -2.13567 -2.65445  -0.687
C: -2.53140 -3.20535 -2.42736  -0.216
C: -3.51104 -3.58458 -3.34073  -0.703
H: -2.87997 -1.29767 -5.75421  0.413
H: -1.18410 -0.60610 -4.08977  0.200
H: -2.45292 -3.76711 -1.50086  0.270
H: -4.19158 -4.40596 -3.14788  0.404

As for the expectation value of S²: 0.755. The HOMO energy (alpha / beta) is -0.0044 / -0.0777 Eh. Its largest force on an atom is 0.7 eV/Å. As for the spin multiplicity: 2. The calculation puts the HOMO-LUMO gap (alpha / beta) at 4.12 / 6.11 eV. The energy above the lowest of the compared OMol25 structures with the same formula, charge and spin comes out at 27.9 kcal per mole. For the energy, the calculation gives -103439.1711 eV. Its charge is -2.